Entry i
ORCA calculation (wB97M-V/def2-TZVPD) on a cluster of 2 separate species, S2 in total.

Element x y z (Å)
S 0.552 1.296 0.458
S -0.552 -1.296 -0.458

Its orbital gap is 5.17 eV.

How positive or negative is each atom? The Löwdin charges in e answer that:
1 S 0.000
2 S 0.000

=====

Entry ii
ORCA calculation (wB97M-V/def2-TZVPD) on the molecule S2.

Element x y z (Å)
S -1.083 -0.229 -0.120
S 1.083 0.229 0.120

Its orbital gap is 5.66 eV.

How positive or negative is each atom? The Löwdin charges in e answer that:
1 S 0.000
2 S 0.000

=====

Entry iii
ORCA calculation (wB97M-V/def2-TZVPD) on a structure of composition S2.

Element x y z (Å)
S 0.000 0.000 1.340
S 0.000 0.000 -1.340

Its orbital gap is 5.46 eV.

How positive or negative is each atom? The Löwdin charges in e answer that:
1 S 0.000
2 S 0.000

=====

In terms of stability, entry ii leads; the second structure lies 252.3 kJ/mol higher.